Below is 3 unconnected molecules or ions with the total composition C4H13NO2 at a distorted geometry, with properties calculated with the ωB97M-V functional and the def2-TZVPD basis.

Geometry (Å):
C: 1.13 -0.63 0.11
N: 0.24 -1.08 -1.03
C: 0.31 -2.57 -0.94
C: 1.61 -2.89 -0.30
C: 1.64 -1.80 0.88
H: 2.01 -0.15 -0.12
H: 0.55 0.10 0.72
H: 0.60 -0.79 -1.91
H: -0.61 -2.75 -0.44
H: 0.08 -2.93 -1.95
H: 2.35 -2.95 -1.04
H: 1.65 -3.92 0.18
H: 1.00 -2.19 1.70
H: 2.67 -1.85 1.16
H: -5.12 2.81 -3.01
H: -5.08 3.87 -1.82
O: -5.72 3.30 -2.27
H: 0.15 5.23 4.10
H: 0.60 5.48 2.62
O: -0.08 5.70 3.36

Output
E_tot   -9933.2721 eV
ΔE to the lowest compared entry with this formula, charge and spin   2.883 eV
Charge   +1
HOMO level (spin up / spin down)   -13.23 / -13.23 eV
Multiplicity   2
Maximum force   5.4 eV Å⁻¹
Gap between HOMO and LUMO (spin up / spin down)   9.87 / 4.52 eV